# 1
{
  "formula": "C5H11N2O",
  "method": "ωB97M-V/def2-TZVPD",
  "molar_mass_g_mol": 115.2,
  "charge": 1,
  "energy_ev": -10379.3092,
  "lumo_energy_ev": [-5.040, -5.043],
  "de_lowest_kcal_mol": 145.2,
  "largest_force_ev_per_a": 4.7,
  "elements": ["C", "C", "C", "C", "C", "N", "N", "O", "H", "H", "H", "H", "H", "H", "H", "H", "H", "H", "H"],
  "coordinates": [[-3.212594, 0.142799, 0.161278], [0.423186, -0.035760, -0.134211], [-4.528325, -0.399424, 0.001049], [2.433958, -1.340493, 0.171310], [2.367808, 1.723044, 0.088329], [1.011071, -1.236470, -0.123627], [0.975421, 1.166453, -0.100166], [-2.145897, 0.525250, 0.021008], [-4.901746, -0.639433, 0.992841], [-4.667664, -1.459130, -0.384810], [-4.944444, 0.199775, -0.813686], [2.905758, -0.714477, -0.600816], [2.717109, -1.149689, 1.148712], [2.652702, -2.452914, -0.000858], [2.277722, 2.597354, 0.862865], [2.593343, 2.060041, -1.013653], [3.079410, 1.064397, 0.409428], [0.481278, -2.061168, -0.414175], [0.481911, 2.009844, -0.270811]],
  "atomic_forces_ev_per_a": [[3.0231, -0.0787, -1.7860], [-2.2761, -0.3746, -1.4363], [0.1763, -2.0007, -0.2472], [-0.2965, -3.1911, -3.4476], [-2.1053, 3.0886, -1.9141], [0.3808, 1.8616, 1.0092], [2.3793, -1.0461, 1.2447], [-2.8066, -0.2462, 1.1210], [-1.0476, 1.3118, 0.2383], [1.4488, 0.8274, -0.1050], [-0.9242, 0.4838, 0.8456], [0.5753, -0.5289, 0.6111], [0.2902, 0.8194, 1.8981], [0.3201, 1.6405, 0.0733], [0.3447, -1.4673, -1.7466], [0.2703, -0.0754, 2.4079], [1.5925, -1.6815, 0.7950], [0.3144, 0.8145, 0.5470], [-1.6595, -0.1573, -0.1085]]
}

# 2
{
  "formula": "C5H11N2O",
  "method": "ωB97M-V/def2-TZVPD",
  "molar_mass_g_mol": 115.2,
  "charge": 1,
  "energy_ev": -10378.7967,
  "lumo_energy_ev": [-4.777, -5.206],
  "de_lowest_kcal_mol": 157.0,
  "largest_force_ev_per_a": 4.4,
  "elements": ["C", "C", "C", "C", "C", "N", "N", "O", "H", "H", "H", "H", "H", "H", "H", "H", "H", "H", "H"],
  "coordinates": [[-0.390187, 0.826591, 0.457100], [0.134791, -1.374316, -0.465225], [-0.863913, -0.539455, 0.409077], [-2.280415, -0.683317, -0.209768], [2.881750, 0.605902, 0.033436], [1.600305, 0.307427, -0.493469], [-1.069629, 1.898564, 0.418922], [1.359273, -0.905012, -0.143546], [0.136615, -2.462887, -0.219167], [-0.037699, -1.208365, -1.485184], [-0.941369, -0.884485, 1.486671], [-2.246491, -0.506240, -1.289274], [-2.761723, 0.018109, 0.347697], [-2.513284, -1.733486, 0.044980], [3.022201, 0.254522, 1.057951], [3.636683, 0.158258, -0.460359], [3.122840, 1.605960, -0.049219], [-2.082439, 1.866166, 0.258802], [-0.707312, 2.756059, 0.300580]],
  "atomic_forces_ev_per_a": [[2.0375, 0.0118, -0.5516], [-1.3491, -1.0033, 1.7524], [-0.5991, -0.5822, 0.0132], [2.7868, -2.3384, -0.4632], [-1.3328, 0.4979, 2.9272], [-1.6018, 0.7749, -0.3998], [-2.5994, -3.5038, -0.1274], [2.8333, -1.5214, 0.9380], [-0.1925, 0.9431, -0.2015], [-0.6127, 0.1862, -1.5662], [0.4690, 0.1731, -1.0925], [-0.3029, 0.0391, 0.3122], [-2.7059, 1.5105, 1.0765], [-0.7567, 0.7256, -0.4182], [-0.3210, 0.1548, 0.1329], [2.1909, -2.1160, -2.3864], [-0.0574, 2.3206, -0.0282], [0.0923, 0.0145, 0.2809], [2.0214, 3.7133, -0.1983]]
}

# 3
{
  "formula": "C5H11N2O",
  "method": "ωB97M-V/def2-TZVPD",
  "molar_mass_g_mol": 115.2,
  "charge": 1,
  "energy_ev": -10376.7540,
  "multiplicity": 3,
  "lumo_energy_ev": [-3.230, -6.257],
  "de_lowest_kcal_mol": 126.1,
  "largest_force_ev_per_a": 6.1,
  "elements": ["C", "C", "C", "C", "C", "N", "N", "O", "H", "H", "H", "H", "H", "H", "H", "H", "H", "H", "H"],
  "coordinates": [[-0.151656, -0.672125, 1.045551], [-0.164253, -1.890296, 1.555941], [0.267052, 0.898276, -0.811667], [-0.716738, 1.603718, 0.205709], [0.650247, -1.322334, -1.661902], [-0.236458, -0.408963, -1.019189], [-0.749324, 0.611375, 1.368724], [-0.482584, 2.808251, 0.719487], [-0.485710, -2.095613, 2.532929], [0.156690, -2.748623, 0.959125], [0.195306, 1.599297, -1.655105], [1.305807, 1.015233, -0.536883], [-1.662698, 1.738184, -0.186712], [0.380209, -2.453911, -1.905447], [0.608394, -0.809675, -2.659356], [1.670164, -1.248167, -1.494409], [-1.804916, 0.309684, 1.384761], [-0.612993, 0.972915, 2.272357], [0.466876, 3.084336, 0.813993]],
  "atomic_forces_ev_per_a": [[0.9696, -1.3023, 2.0592], [0.1294, 1.2384, -1.3139], [-1.6818, 2.2119, -0.3690], [3.0885, -1.3592, 0.0681], [-2.7128, -0.7711, -3.5643], [0.6984, -0.4245, -0.6023], [-4.7286, -3.5987, -1.3494], [2.1853, 2.4410, 0.5960], [-0.7036, -0.3573, 1.3770], [0.2564, 0.4016, 0.2001], [-0.0022, -0.5178, -0.6418], [0.5454, -0.5127, 0.5862], [-2.1551, -0.8164, -0.9678], [-0.0743, 2.5595, 1.2782], [0.3522, -0.8557, -0.3281], [2.1029, 0.3304, 1.2387], [1.9070, 0.8687, 0.3547], [0.9254, 1.0390, 1.5537], [-1.1021, -0.5749, -0.1751]]
}

# 4
{
  "formula": "C5H11N2O",
  "method": "ωB97M-V/def2-TZVPD",
  "molar_mass_g_mol": 115.2,
  "charge": 2,
  "energy_ev": -10369.5358,
  "multiplicity": 2,
  "lumo_energy_ev": [-9.122, -13.661],
  "de_lowest_kcal_mol": 59.6,
  "largest_force_ev_per_a": 3.1,
  "elements": ["C", "C", "C", "N", "H", "H", "H", "H", "H", "H", "C", "C", "N", "O", "H", "H", "H", "H", "H"],
  "coordinates": [[-2.235187, -1.056556, 0.127115], [-2.429098, -1.558520, -1.116991], [-1.314826, 0.464920, 1.688136], [-1.334558, -0.005640, 0.494543], [-2.784837, -1.478023, 0.978620], [-1.834246, -1.207677, -2.012933], [-3.189182, -2.297664, -1.194471], [-0.506610, 1.116371, 1.970006], [-2.100334, 0.137374, 2.344047], [-0.559952, 0.178630, -0.214627], [2.618144, 0.714368, 0.609222], [2.070259, 0.183456, -0.700277], [0.872646, 0.767587, -1.156827], [2.537774, -0.758602, -1.304883], [1.944344, 0.555489, 1.435598], [2.844531, 1.816216, 0.575121], [3.613813, 0.203395, 0.720399], [0.821139, 0.414059, -2.099070], [0.966178, 1.810823, -1.142734]],
  "atomic_forces_ev_per_a": [[-1.0277, -0.9351, -0.9855], [1.8478, 2.0778, 0.9372], [0.2379, -0.2416, -1.1492], [0.6773, -1.0785, -0.5820], [0.1513, 0.4058, -0.3646], [-1.0163, -0.5159, 1.0516], [-0.2866, -0.6082, -0.4137], [-0.1250, 0.3605, 0.2443], [-0.0953, 0.1204, 0.4940], [-1.2572, 0.2456, 1.2445], [2.8628, 0.0373, -0.5571], [-1.8076, 2.0758, 1.4948], [2.4663, 0.0732, -0.5398], [0.4911, -0.5235, -0.0936], [-0.3068, -0.5253, 0.1110], [-0.3839, -0.8777, -0.5039], [-1.0074, 0.4705, 0.5415], [-1.0861, 0.3400, -0.9627], [-0.3346, -0.9013, 0.0332]]
}

# 5
{
  "formula": "C5H11N2OS",
  "method": "ωB97M-V/def2-TZVPD",
  "molar_mass_g_mol": 147.2,
  "charge": 1,
  "energy_ev": -21214.0407,
  "multiplicity": 3,
  "lumo_energy_ev": [-2.975, -7.062],
  "de_lowest_kcal_mol": 21.3,
  "largest_force_ev_per_a": 4.5,
  "elements": ["C", "C", "C", "C", "C", "N", "N", "O", "S", "H", "H", "H", "H", "H", "H", "H", "H", "H", "H", "H"],
  "coordinates": [[0.787346, 0.042961, 0.122054], [-1.614004, -0.848684, -0.470671], [-1.496103, 0.403158, 0.473576], [-0.592171, -1.977791, -0.101108], [-0.014842, 2.264849, -0.291492], [-0.180054, 0.914280, 0.099447], [0.703522, -1.257418, 0.312060], [2.524814, 0.652881, -0.195627], [3.607959, -0.447845, 0.094731], [-2.669272, -1.229016, -0.306402], [-1.423479, -0.346928, -1.510793], [-2.235235, 1.136918, 0.169103], [-1.491015, 0.045670, 1.524127], [-0.871966, -2.518893, 0.860374], [-0.206364, -2.554458, -0.994814], [0.630601, 2.306564, -1.089835], [-0.978392, 2.639886, -0.774707], [0.252055, 2.918272, 0.521021], [1.601912, -1.835543, 0.111572], [3.664697, -0.308868, 1.447376]],
  "atomic_forces_ev_per_a": [[-2.5122, -0.4149, 0.6747], [-1.1170, 0.3176, -0.3045], [0.6154, -2.0387, -0.7626], [0.8352, 1.1932, 0.5081], [-2.5871, 1.5643, -0.2709], [0.3564, -1.7137, 1.2579], [0.9275, -1.0845, -1.1000], [4.3752, -0.6122, -0.7585], [-0.5779, 2.2068, -0.0015], [1.2334, 0.2155, -0.8560], [-0.6290, -1.6808, 1.5698], [-0.1775, -0.0568, 0.5837], [-0.3221, 0.7687, -0.4231], [-0.0147, 0.1284, -1.8073], [-1.3189, 0.0622, 1.2237], [2.0379, 0.2879, -1.4811], [0.9887, -0.5185, 0.9780], [0.1741, 0.2424, 0.2647], [-2.4037, 1.4935, 0.7058], [0.1164, -0.3604, -0.0008]]
}

# 6
{
  "formula": "C5H11N2P",
  "method": "ωB97M-V/def2-TZVPD",
  "molar_mass_g_mol": 130.1,
  "charge": 0,
  "energy_ev": -17627.4375,
  "multiplicity": 3,
  "lumo_energy_ev": [0.875, -2.220],
  "de_lowest_kcal_mol": 0.0,
  "largest_force_ev_per_a": 9.1,
  "elements": ["C", "C", "C", "C", "C", "N", "N", "P", "H", "H", "H", "H", "H", "H", "H", "H", "H", "H", "H"],
  "coordinates": [[-0.528307, 1.465319, -0.270410], [0.062591, -0.039719, 0.067554], [-2.060214, 1.487248, -0.211472], [1.202694, -0.104375, 1.138134], [1.503835, -1.704108, -1.265078], [-0.181129, 1.820234, -1.669926], [0.602506, -0.484719, -1.247899], [0.507870, 0.696544, -2.447515], [-0.182154, 2.272068, 0.345285], [-0.885069, -0.618904, 0.425637], [-2.707429, 0.841532, -0.959131], [-2.310961, 2.610226, -0.303381], [-2.297062, 1.200303, 0.881933], [1.243532, 0.825673, 1.631110], [2.017652, -0.019513, 0.490446], [1.084531, -0.914065, 1.814728], [2.411653, -1.707666, -0.529473], [0.942848, -2.624984, -0.963351], [1.975430, -1.805472, -2.309450]],
  "atomic_forces_ev_per_a": [[-0.0076, -2.0297, -2.3304], [-1.5403, 0.8661, 0.1573], [-1.5840, 0.8649, 1.2781], [-2.2168, 1.0919, -1.5875], [0.7877, 0.1046, -0.4233], [-3.2821, 4.4805, 5.8890], [0.5745, -1.7739, 2.9235], [3.9431, -4.9557, -6.5137], [0.4725, 0.0896, 0.7613], [1.7086, 0.5032, -0.8982], [1.7723, 1.2560, 1.4449], [-0.1178, -1.8852, -0.0837], [-0.1421, 0.3241, -1.6997], [-0.3318, 1.0132, 1.1841], [2.0246, -0.7267, -0.1922], [0.4794, -0.7720, 0.3202], [-1.6824, 0.6445, -1.1813], [0.1806, 0.8102, -0.5918], [-1.0384, 0.0946, 1.5434]]
}